Entry i
ORCA calculation (the ωB97M-V functional and the def2-TZVPD basis) on a 5-piece molecular cluster, C5H20O5 overall.

```
! wB97M-V def2-TZVPD RIJCOSX def2/J DEFGRID3
* xyz 0 1
H -0.050 1.161 -0.306
O 2.891 1.853 -3.186
C -3.763 1.235 2.095
O 0.827 -0.668 0.018
H 0.131 -1.115 -0.470
H 1.107 2.343 -2.260
H -0.386 -2.882 -2.332
C -1.393 -2.946 -1.920
H 4.038 -0.167 2.884
H 2.103 1.223 -1.329
H -1.941 -2.368 -2.664
O 3.213 -0.382 0.922
C 1.783 1.492 -2.336
H -4.482 0.583 2.590
H -1.952 -2.753 -0.078
H 0.819 1.090 1.188
O -4.336 2.026 0.967
H -3.375 1.948 2.823
H -3.050 0.584 1.590
H 2.333 -0.533 0.570
C 3.095 -0.249 2.343
H -1.734 -3.981 -1.875
H -3.615 2.524 0.574
H 3.337 1.105 -3.588
H 1.165 0.659 -2.670
H 2.699 0.729 2.618
C 0.154 0.513 0.546
H -0.755 0.251 1.087
H 2.489 -1.000 2.850
O -1.349 -2.273 -0.651
*
```

SMILES: CO.CO.CO.CO.CO

***

Entry ii
ORCA calculation (the ωB97M-V functional and the def2-TZVPD basis) on a 5-piece molecular cluster, C5H20O5 overall.

```
! wB97M-V def2-TZVPD RIJCOSX def2/J DEFGRID3
* xyz 0 1
H -1.370 0.829 0.492
O -3.641 -2.262 -1.264
O -0.918 -2.472 -0.093
H -0.573 -4.310 -1.179
H -0.663 0.187 2.073
H 0.073 -1.041 0.623
H 3.813 1.224 -1.221
C 1.683 2.799 3.425
H -2.974 -0.324 -1.239
H -1.775 -2.344 -0.505
H -4.027 -0.685 -2.579
H 1.237 1.938 2.926
H -0.049 -2.804 -1.936
O 0.667 3.748 3.814
H 0.863 -3.357 -0.704
H 2.293 2.080 -1.510
H 2.319 2.503 4.259
H 1.402 0.173 -0.997
H -2.317 -1.343 -2.486
H 2.969 1.400 -2.847
H 0.945 4.665 3.767
H 0.098 1.586 1.217
C -0.488 0.673 1.113
H 2.430 3.290 2.800
C -3.237 -1.103 -1.954
O 0.399 -0.169 0.393
C -0.190 -3.309 -0.980
C 2.877 1.200 -1.779
H -3.925 -2.867 -1.953
O 2.077 0.098 -1.676
*
```

SMILES: CO.CO.CO.CO.CO

***

Tell me which of them is the most stable. Sure, it is entry ii.

***

Entry i
ORCA calculation (the ωB97M-V functional and the def2-TZVPD basis) on one molecule with the formula C6H6N2.

```
! wB97M-V def2-TZVPD RIJCOSX def2/J DEFGRID3
* xyz 0 1
C -0.325 0.745 -0.003
H 2.912 -0.376 -0.565
N -2.471 -0.071 -0.095
C -1.714 1.094 -0.086
C 0.890 -1.376 0.066
C 1.783 -0.359 -0.139
H 1.130 -2.442 -0.100
C 1.168 1.158 0.156
H 1.731 1.725 1.033
N -1.654 -1.126 0.020
H -2.266 -2.058 0.372
H -2.100 2.079 0.075
C -0.348 -0.606 0.117
H 1.264 1.612 -0.850
*
```

SMILES: C1=Cc2[nH]ncc2C1

***

Entry ii
ORCA calculation (the ωB97M-V functional and the def2-TZVPD basis) on one molecule with the formula C6H6N2.

```
! wB97M-V def2-TZVPD RIJCOSX def2/J DEFGRID3
* xyz 0 1
N 1.309 0.289 -0.007
H 0.796 0.093 -3.429
C 0.077 0.111 1.848
C 1.426 0.315 -1.335
H 0.979 0.304 2.635
C 0.503 0.186 -2.231
H -1.978 -0.764 2.165
H -1.638 -0.391 -2.309
H -1.133 -0.459 3.552
H 2.411 0.558 -1.426
C -1.014 -0.430 2.380
N -1.035 0.090 -0.414
C -0.013 0.153 0.372
C -0.689 -0.057 -1.800
*
```

SMILES: C=Cc1ncccn1

***

Tell me which of them is the most stable. Sure, it is entry ii.

***

Entry i
ORCA calculation (the ωB97M-V functional and the def2-TZVPD basis) on an isolated ion of composition C3H4NOS and charge +1.

```
! wB97M-V def2-TZVPD RIJCOSX def2/J DEFGRID3
* xyz 1 1
O -2.614 1.150 0.528
C 0.527 0.476 -0.386
H 1.735 -1.152 -0.510
C 1.386 -0.511 0.246
S -2.500 -0.034 -0.319
H 0.330 1.366 0.039
N -0.017 -0.684 0.218
H 1.849 -0.228 1.270
H 0.518 0.520 -1.461
C -1.215 -0.901 0.376
*
```

***

Entry ii
ORCA calculation (the ωB97M-V functional and the def2-TZVPD basis) on an isolated ion of composition C3H4NOS and charge +1.

```
! wB97M-V def2-TZVPD RIJCOSX def2/J DEFGRID3
* xyz 1 1
N 0.175 -0.069 -1.257
H 1.385 -0.731 0.254
H -1.600 0.245 -0.282
H -0.877 -1.456 0.110
O 1.704 2.079 -3.087
C 0.535 0.018 -2.393
C -0.686 -0.307 -0.198
H 1.016 1.086 0.262
S 1.870 0.627 -3.149
C 0.696 0.137 0.087
*
```

***

Tell me which of them is the most stable. Sure, it is entry ii.

***

Entry i
ORCA calculation (the ωB97M-V functional and the def2-TZVPD basis) on an isolated ion of composition C2H8N3O and charge +1.

```
! wB97M-V def2-TZVPD RIJCOSX def2/J DEFGRID3
* xyz 1 1
N 1.670 -0.839 0.469
H -0.880 1.417 -2.200
C -0.686 1.554 -1.114
H 2.502 -0.255 0.385
H -2.174 -1.327 1.408
O -0.710 -0.867 0.185
C 0.555 -0.230 -0.008
N -1.179 -1.257 1.487
H -0.731 -2.138 1.616
H -1.476 1.093 -0.489
H 1.660 -1.717 1.072
H 1.362 1.210 -1.259
H -0.470 2.563 -0.764
N 0.558 0.794 -0.788
*
```

SMILES: C/[NH+]=C(/N)ON

***

Entry ii
ORCA calculation (the ωB97M-V functional and the def2-TZVPD basis) on a 2-piece molecular cluster, C2H8N3O overall.

```
! wB97M-V def2-TZVPD RIJCOSX def2/J DEFGRID3
* xyz 1 1
H -1.122 0.614 2.208
H -1.550 1.410 -3.160
H 0.865 -0.451 3.179
O 0.026 0.024 -0.847
C 0.476 -0.529 2.197
N -0.748 -0.212 1.788
H -0.899 -0.235 -3.161
H 1.205 -1.013 0.418
H 0.193 1.933 -1.520
C -0.235 0.933 -1.633
N 1.408 -0.930 1.388
H -0.859 -0.209 0.753
N -0.893 0.696 -2.756
H 2.147 -1.542 1.735
*
```

***

Tell me which of them is the most stable. Sure, it is entry ii.

***

Entry i
ORCA calculation (the ωB97M-V functional and the def2-TZVPD basis) on C49H66BGeN8Ni as an isolated structure.

```
! wB97M-V def2-TZVPD RIJCOSX def2/J DEFGRID3
* xyz -1 3
H -3.655 3.661 0.035
H 3.975 -3.036 2.404
C -1.977 1.880 2.274
H 5.436 -2.208 1.815
H -1.424 -5.128 0.695
H -1.284 5.180 2.024
C -0.992 -0.348 -3.369
H 5.219 2.955 1.630
C 2.412 5.908 0.653
H -3.084 -0.605 0.217
H -0.286 -6.463 0.835
C 2.746 -3.347 -0.031
H 4.709 -4.008 0.239
C 3.999 1.277 1.261
H -4.093 -2.577 0.579
C 4.492 2.690 -0.357
N -0.917 -1.689 1.263
C 0.368 -0.625 -3.188
C 2.103 -0.714 3.958
N 0.574 -1.186 -2.012
C -1.609 -0.794 -2.218
N -0.647 -1.307 -1.400
N 0.609 -3.097 -0.185
C 0.852 0.158 3.803
H -2.921 0.949 -0.580
H -0.753 5.762 -1.547
H -4.592 -3.953 1.554
H 2.759 -5.468 -0.738
C -3.815 -2.008 -2.210
C -3.726 -3.387 1.202
H 4.905 3.562 -0.833
C 0.137 5.792 -0.924
H 1.833 1.686 -3.483
H -2.160 -3.781 4.255
H 3.963 0.851 2.252
H 2.867 -0.207 4.556
H -1.789 -4.679 2.787
H -3.438 -2.792 -1.554
H 0.708 1.561 -4.832
C 4.194 -3.042 0.240
H -2.531 3.054 -4.740
H 2.118 1.915 3.697
H -3.134 -4.051 0.574
C 1.630 1.149 -4.413
H -2.923 0.934 3.949
C 4.805 -2.180 -0.866
C 4.378 -2.400 1.611
H -0.775 2.848 -3.030
H -4.871 3.532 -4.069
H -4.890 -1.900 -2.033
C -1.312 -1.254 3.393
H 3.843 -1.453 1.639
H -1.826 0.935 1.764
C -4.398 3.629 -1.974
H -3.667 -2.343 -3.239
C -2.724 3.058 4.236
H 3.236 1.594 -1.787
C -4.092 3.462 -3.318
H 3.300 5.947 1.276
C -2.780 3.196 -3.693
H -1.961 -4.413 -1.813
C 2.094 6.980 -0.173
Ni 1.329 -0.253 0.043
C 0.438 4.706 -0.103
C 1.496 -0.353 -4.147
C -1.070 -4.921 -2.183
H -3.684 -2.300 2.999
N 1.777 -2.457 0.124
H 4.749 -2.683 -1.834
C -3.088 -0.682 -1.967
H 2.731 7.858 -0.200
C 1.203 1.532 3.229
C 0.860 -4.356 -0.593
H 0.710 1.734 -1.513
H -5.421 3.828 -1.671
C -3.395 3.536 -1.013
H -1.754 -1.239 4.379
C -2.257 4.245 3.687
H -1.476 0.138 -4.204
H -1.722 -6.628 -0.196
B -0.728 -2.309 -0.176
H 1.216 -0.817 -5.098
H 2.658 -1.847 -3.073
H -1.398 -5.791 -2.758
C -0.154 -0.593 2.972
N 4.696 2.408 0.977
C -0.944 -5.936 0.142
N 0.075 -0.860 1.702
C -3.419 -0.020 -0.635
C 2.822 -0.966 -3.694
C -1.655 4.244 2.432
C 0.956 6.919 -0.965
H 0.701 7.749 -1.615
H 1.865 -1.668 4.436
C 1.596 4.784 0.678
H 2.515 -0.941 2.971
H 0.401 0.292 4.791
H -3.432 0.016 -2.736
H 5.856 -1.962 -0.649
C -2.964 -2.891 2.424
C -2.563 -4.094 3.292
H 2.445 1.353 -5.115
H 1.356 1.474 2.145
C -1.503 3.064 1.703
H -3.425 -4.745 3.467
C -2.583 1.872 3.524
H -4.497 0.146 -0.541
H 3.431 -1.252 -4.557
H -0.558 -4.232 -2.859
C 0.482 1.535 -0.444
C -2.073 3.268 -1.368
H 4.270 -1.235 -0.945
C 3.672 1.706 -0.808
N 3.367 0.826 0.211
H 3.410 -0.260 -3.100
C 2.221 -4.561 -0.500
C -1.788 3.094 -2.725
Ge -0.614 3.026 -0.052
H 1.870 3.943 1.311
H -3.185 3.054 5.217
C -1.766 -1.961 2.295
C -0.152 -5.374 -1.041
H -2.357 5.174 4.238
H -1.634 -3.070 -0.348
H 0.407 2.256 3.415
H 0.464 -6.187 -1.435
*
```

***

Entry ii
ORCA calculation (the ωB97M-V functional and the def2-TZVPD basis) on C49H66BGeN8Ni as an isolated structure.

```
! wB97M-V def2-TZVPD RIJCOSX def2/J DEFGRID3
* xyz -1 3
H 6.563 -1.610 -1.717
H 3.797 1.105 1.345
H -3.089 -4.327 1.030
C 1.013 1.300 -0.061
C -1.871 -0.483 -2.410
C 3.589 6.034 -1.879
H 3.153 1.365 3.694
C -3.159 -2.009 2.498
H -1.831 -4.639 4.279
H -1.153 -3.227 0.947
C 2.065 -3.016 0.973
H -0.390 2.425 3.727
H -4.346 0.611 -2.627
C 2.638 1.417 -4.248
C -1.038 -5.057 -0.987
H 0.341 6.005 0.782
H -1.187 -3.009 3.998
C 6.299 -0.923 0.301
H -2.642 3.666 -1.059
H -4.816 -1.167 3.683
Ni -0.910 0.863 0.437
H -3.825 -3.957 -2.712
C 4.865 -0.304 -1.533
H 3.228 2.320 -4.117
H -1.393 -4.318 -2.917
N -1.368 -1.786 -0.747
C -3.534 1.336 -2.531
C -3.084 -3.426 2.998
C -3.721 0.110 2.211
H -1.395 -5.015 0.041
H 1.499 6.282 -2.321
C -4.048 -1.048 2.933
H 5.765 -0.089 2.210
H 2.590 -3.673 -1.027
H 0.960 3.899 -2.010
H -3.769 -3.431 3.850
H 2.794 1.486 -6.390
C -0.299 5.159 0.600
N -1.315 3.153 0.522
H -3.746 -4.261 -0.980
C -1.676 -2.607 -1.792
H -0.301 1.590 -3.755
H 7.155 -1.466 0.685
H -5.361 1.376 0.405
C 1.359 -0.388 -3.342
H -3.521 -5.452 2.325
H 1.976 2.347 2.826
Ge 2.439 1.417 -1.301
C -0.257 1.560 4.384
H -4.685 -4.232 1.767
H 1.381 0.355 5.046
C -4.372 1.460 2.342
C 2.391 0.953 -5.536
H 0.912 -0.903 -2.500
C -2.231 0.793 -3.123
C 1.372 -1.887 1.686
H 0.970 -2.967 -0.918
H -0.309 1.922 5.415
N -2.385 -1.448 1.549
C 5.520 -0.149 1.155
H 0.579 -4.549 1.404
H -1.066 -4.234 2.742
N 0.109 -1.412 1.490
H -5.305 1.292 2.890
H 4.612 -0.387 -2.586
H 2.174 -5.189 0.989
C 1.988 4.235 -1.892
C 1.115 -0.865 -4.624
H 2.970 -1.229 3.044
H -1.498 5.920 -0.992
C -1.793 -4.118 -1.918
H -3.799 2.194 0.410
H 2.263 2.634 4.553
B -1.165 -2.041 0.797
C 1.076 0.859 4.123
H 5.604 5.472 -1.397
C 2.124 0.760 -3.129
C 2.980 3.306 -1.562
C 1.989 -2.896 -0.544
C -1.710 -3.848 3.533
C 0.976 -0.205 3.063
H 2.380 -1.926 -0.850
H -3.995 3.401 3.243
H 1.429 -0.554 -6.729
H 5.073 3.083 -1.127
C -0.338 3.912 1.136
C 5.967 -1.001 -1.045
H 1.883 -4.462 2.581
H 0.505 -1.751 -4.758
C 1.958 -1.127 2.678
H -3.397 1.530 -1.465
H -2.413 0.523 -4.168
H -2.543 2.563 2.675
C 4.280 3.778 -1.389
H 0.303 3.487 1.890
C -1.992 -1.799 -2.868
C 4.418 0.536 0.659
C 2.285 5.582 -2.057
H 0.032 -4.865 -0.979
C 1.649 -4.386 1.516
H 3.825 7.085 -2.003
N -1.280 5.168 -0.369
N -0.117 -0.371 2.346
H -5.217 3.015 1.083
C -1.116 1.842 -3.073
H -1.188 -6.079 -1.346
H -0.697 1.916 -2.063
C -4.716 2.047 0.978
H -3.332 2.037 4.166
N -1.512 -0.486 -1.141
C 4.071 0.477 -0.693
C -1.859 3.939 -0.369
C -3.281 -4.502 -1.940
H -1.508 2.823 -3.367
C 4.585 5.129 -1.541
C 1.629 -0.192 -5.727
N -2.702 -0.127 1.397
H -3.399 -5.575 -2.117
H 1.543 1.584 0.872
H -1.098 0.891 4.203
C -3.510 2.423 3.159
C -3.629 -4.421 1.972
H -2.277 -2.126 -3.857
H -3.836 2.265 -3.027
C 2.183 1.860 3.783
H 3.120 -2.881 1.232
*
```

***

Tell me which of them is the most stable. Sure, it is entry ii.